# 1
A cluster of 2 separate species, C29H50N3O2 in total. Source: OMol25; level of theory: ωB97M-V/def2-TZVPD.

## Properties
**E_tot**: -1449.1655 hartree
**E_LUMO**: -2.99 eV
**Frontier orbital gap**: 8.072 eV
**Net charge**: +1

Geometry as XYZ:
```
84
Properties=species:S:1:pos:R:3:forces:R:3
O -4.351885 -4.807170 1.655687 0.00 0.06 -0.34
O 4.857252 0.825117 -1.403539 0.30 1.30 -0.15
N 2.778910 1.540101 -2.462401 -0.62 -1.05 0.21
N 0.571363 1.336125 -3.038368 4.45 -0.40 0.83
N -3.629147 -4.090483 -0.396788 0.36 -0.09 0.59
C 1.523880 2.210968 -2.351471 0.95 -2.09 -1.64
C -2.298223 3.668233 2.018617 0.16 0.06 0.10
C -3.327568 -0.205504 4.769470 0.31 0.79 -0.43
C 0.406779 3.255530 -0.260380 -0.27 0.11 -0.28
C 1.854487 -2.319292 -4.373586 0.34 -0.56 0.23
C -4.827521 -2.010307 3.555251 0.78 -0.09 0.41
C -3.466781 -4.437928 0.911961 -0.09 0.05 -0.19
C 1.247794 3.609857 -1.628305 -0.56 -1.13 0.98
C 2.033620 -3.117461 -2.990884 0.42 0.04 0.27
C 1.277582 0.156037 -3.507456 4.55 -0.59 0.18
C -3.358071 -1.290609 3.584448 -1.31 -0.10 -0.31
C 9.135277 1.779922 -0.051617 -3.86 -0.75 -0.97
C -1.164004 3.567149 -0.432918 0.52 -0.61 -0.21
C -3.290705 1.323805 4.215725 0.94 -0.88 -0.36
C -1.786092 1.539913 3.612314 -0.75 0.09 0.50
C -4.799070 -3.223081 4.643075 -0.33 0.66 0.10
C -2.519012 -3.652520 -1.212022 -0.33 -0.06 -0.03
C -4.952677 -4.159517 -0.985618 -0.13 -0.11 0.28
C 6.623333 1.043728 0.421979 1.59 0.82 -1.52
C 2.772307 0.245753 -3.133204 -7.02 2.36 -0.38
C 7.297623 1.626408 -2.089612 0.64 -0.43 3.18
C -0.635829 -1.575276 -3.636778 0.52 1.08 -0.22
C -1.486152 3.079292 3.272424 -0.06 0.15 0.52
C 4.149892 1.934186 -1.999517 1.45 1.90 -1.12
C 8.036440 1.350573 0.967312 -1.13 0.20 -4.19
C -2.111991 2.843287 0.648227 -0.63 0.62 -0.51
C 6.211128 1.164174 -1.089627 4.35 1.04 2.14
C 8.751115 1.912938 -1.564203 -1.79 -0.87 2.75
C 0.779069 -1.127455 -4.325825 -0.97 0.26 0.48
H -1.817074 3.685845 4.202917 0.58 -0.92 -1.47
H -1.270169 4.714619 -0.417733 -0.13 -1.79 -0.15
H -5.627347 -3.504537 -0.428692 -0.09 -0.11 -0.13
H -3.416707 3.741557 2.305539 1.81 -0.33 -0.54
H -3.876729 -3.049723 5.294257 -1.30 -0.37 -0.70
H -5.096227 -2.374305 2.494419 0.46 0.44 1.77
H 0.585664 2.142647 -0.056931 -0.33 1.60 0.07
H -1.452573 -1.135863 -4.311491 0.90 -1.00 1.14
H -1.972739 4.758770 1.812565 -0.43 -1.68 0.44
H -1.588640 -3.648795 -0.641250 -0.13 -0.03 0.03
H -5.578598 -1.188923 3.854639 0.99 -1.38 -0.47
H 5.820023 0.719991 1.180541 1.34 0.54 -1.47
H -1.025571 1.140357 4.389839 -1.21 0.84 -1.19
H 9.611736 2.230039 -2.259685 -1.84 -0.58 0.99
H -0.718250 -2.704185 -3.505827 -0.02 1.66 -0.25
H -5.323415 -5.184962 -0.914448 -0.12 0.13 -0.07
H 4.731043 2.212814 -2.962959 -1.07 -0.32 1.46
H -1.714834 0.828048 2.718477 0.11 1.18 1.07
H 0.551921 -0.842489 -5.410391 0.42 -0.13 1.54
H -0.432116 1.515122 -3.178959 0.89 -0.01 0.21
H -3.255390 -0.800708 2.539761 0.30 -0.62 1.72
H 2.223083 4.093044 -1.275537 -1.29 -0.79 -1.07
H 3.068342 -3.622874 -2.987878 -1.63 0.73 0.00
H -4.052511 1.423609 3.357910 1.02 -0.01 1.34
H -2.722899 -2.640410 -1.572667 0.19 -0.01 -0.12
H 1.531128 -3.087265 -5.177550 0.33 1.44 1.24
H 4.157577 2.881269 -1.353481 -0.31 -1.58 -0.60
H -3.530533 2.088389 5.046336 0.43 -1.23 -1.31
H -2.414919 -4.330488 -2.063716 0.17 0.13 -0.07
H -2.347417 -0.346349 5.362800 -1.78 0.18 -0.55
H -4.719193 -4.259020 4.173163 -0.13 1.55 0.47
H 8.210915 1.247649 2.095018 -0.15 0.20 -2.02
H -0.348879 3.266355 3.184830 -1.73 -0.37 -0.13
H -4.260123 -0.319587 5.424214 1.52 -0.06 -0.72
H 7.050253 1.759982 -3.198984 0.53 -0.26 1.84
H -1.744482 1.771349 0.793230 -0.46 1.47 0.00
H 10.183867 1.998742 0.345938 -1.69 -0.32 -0.93
H -1.469104 3.152044 -1.472973 0.39 0.87 1.50
H -3.157043 2.766977 0.160776 1.66 0.05 0.70
H -5.722743 -3.186807 5.331603 1.41 -0.16 -1.12
H 2.003936 -2.414276 -2.078329 0.01 -1.02 -1.41
H 0.602948 4.329029 -2.249090 1.28 -1.20 0.59
H 1.259165 -3.945784 -2.827529 1.02 1.31 -0.35
H -2.423541 -4.348099 1.256275 0.08 0.03 -0.08
H -0.695535 -1.028490 -2.617536 -0.10 -1.29 -1.50
H 2.907645 -1.977525 -4.707257 -1.84 -0.23 0.39
H 3.617279 -0.484906 -3.325692 -1.22 1.55 0.60
H 0.821449 3.894285 0.591234 -0.48 -1.06 -1.11
H -4.923487 -3.851889 -2.031816 0.10 -0.03 0.13
H -2.542307 -2.080768 3.769748 -1.22 1.19 -0.59
```
Forces are in eV/Å.

# 2
An isolated molecule of C26H40Cl2IN5O5S. Source: OMol25; level of theory: ωB97M-V/def2-TZVPD.

## Properties
**E_tot**: -3280.3869 hartree
**E_LUMO**: -0.35 eV
**Frontier orbital gap**: 7.795 eV

Geometry as XYZ:
```
80
Properties=species:S:1:pos:R:3:forces:R:3
I 0.371457 1.843648 -3.563567 0.26 -0.12 0.93
Cl 0.283923 4.996017 2.370656 0.52 -1.97 -1.88
Cl 1.263462 2.301243 3.368757 -0.25 -0.36 -2.27
S 0.709438 -5.783034 -0.848930 -1.77 -4.49 0.47
O 3.334032 3.605025 -0.202255 -2.90 -5.06 -1.79
O 3.232112 2.959121 -2.344181 -2.48 -2.65 2.47
O -0.659245 -6.075684 -0.282978 3.62 1.91 -1.65
O 0.548535 -4.889550 -2.290514 0.97 -0.03 2.58
O 1.462991 -7.039337 -1.153693 -1.17 3.66 0.37
N 2.508781 0.852280 1.557197 2.33 -0.19 0.35
N 1.471043 1.200368 0.613625 1.67 -0.64 3.68
N 3.167761 -0.485200 -2.277519 2.18 0.81 2.13
N -1.062143 -1.919737 3.440093 0.62 0.16 0.54
N -5.749915 0.593355 0.906851 0.01 0.10 -1.14
C 0.056672 -2.670464 0.494336 0.24 -1.73 -0.26
C 1.097338 2.405395 1.499593 -2.56 4.23 1.22
C -1.314456 -0.549820 -1.527318 -2.61 -2.21 0.95
C 5.985774 0.101087 -1.041948 -5.38 -0.75 -1.95
C 5.651197 -0.911998 -2.162978 -0.40 0.64 0.59
C 4.274697 -1.197281 -2.743780 2.16 2.41 2.39
C -5.812638 2.085981 0.905616 -0.33 0.14 0.48
C -2.579592 2.180456 -1.536464 -1.34 0.34 0.65
C -0.591451 -0.034884 1.839631 -0.23 0.60 1.55
C -0.089364 -0.784741 3.164113 -1.18 0.72 1.18
C 1.026624 -1.432555 0.456460 1.70 0.40 -0.80
C 2.852521 2.699807 -1.158185 3.65 6.79 0.65
C 0.418519 0.070444 0.611896 -4.01 -1.38 0.02
C -2.397325 -1.365459 -1.114896 1.43 1.46 -0.66
C 0.719450 0.925222 -1.599790 -0.06 -1.61 -0.43
C 3.352186 0.451547 -1.248515 2.41 -0.96 0.90
C 2.060619 1.343515 -0.746162 -0.52 0.42 -4.72
C 0.612965 3.657861 1.136241 0.24 -1.52 -0.88
C -0.568277 0.575050 -0.610847 1.30 -1.04 -2.69
C 4.720040 0.850742 -0.572544 1.14 -3.24 -2.39
C 0.288993 4.084214 -0.317999 -0.13 2.44 -0.18
C -1.782149 1.528226 -0.315602 -1.21 0.87 1.65
C -4.182730 2.020656 -1.265690 0.91 0.67 -0.92
C 0.761879 -3.898864 1.308433 -1.38 0.42 -0.24
C 1.721438 -4.733316 0.333895 -0.28 1.71 0.82
C -4.709271 2.830436 0.003962 -0.64 0.88 -0.09
H 4.845247 1.636926 0.233140 -0.59 -0.92 -1.37
H -4.783289 0.250009 0.766862 -0.68 0.46 0.31
H 1.286791 -3.509608 2.259237 -0.43 -0.65 -1.67
H -3.868110 3.240223 0.681375 -1.10 -0.96 -1.11
H 7.037031 0.253064 -0.630977 -1.77 -0.18 -0.71
H -1.914539 -1.531978 3.889451 0.82 -0.21 -0.53
H -0.979283 -2.568787 0.926142 1.44 0.35 -0.42
H -0.114973 -4.534188 1.692487 1.52 0.60 -0.69
H -0.576311 4.855811 -0.285737 1.25 -1.37 0.12
H 0.836536 -0.163630 -1.980397 0.69 2.11 0.63
H 1.629745 -1.519967 -0.528044 -0.95 0.42 1.49
H -1.612236 2.377696 0.451102 0.28 -1.35 -1.31
H 0.996836 -1.112557 3.172647 -1.49 0.19 -0.26
H 4.145327 -1.956600 -3.590265 0.11 1.35 1.46
H -1.029747 0.965558 2.217865 1.02 -1.30 -1.04
H -2.589589 0.911122 0.247840 1.54 0.63 -0.94
H 3.165191 1.663190 1.459086 -0.47 -0.68 0.30
H -0.077137 -3.062628 -0.584689 -0.07 0.79 1.73
H -0.655763 -2.523426 4.170522 -0.25 0.32 -0.49
H -4.383696 0.900805 -1.267128 0.08 1.43 0.24
H -0.009723 3.337205 -1.099507 0.53 0.26 1.23
H 6.537313 -1.494042 -2.598747 -1.52 0.87 0.68
H -0.213776 -0.080237 4.073169 0.64 -0.70 -1.68
H -5.725665 2.417816 2.004160 0.00 -0.28 -1.69
H -1.530181 -0.593355 1.465117 1.82 0.69 0.44
H -5.225798 3.779445 -0.411125 0.91 -1.39 0.72
H -6.246780 0.256933 0.056697 0.46 0.26 0.90
H -2.433176 1.703442 -2.554821 0.31 0.76 1.41
H 2.284471 -3.968120 -0.311115 -0.43 -1.34 0.90
H 1.090375 -4.072485 -2.139842 -0.59 -0.77 -0.45
H -2.363556 3.313307 -1.518182 -0.13 -1.81 -0.55
H 1.170967 4.696777 -0.750057 -1.17 -1.14 0.88
H 1.820351 -1.654639 1.270505 -1.35 0.85 -1.12
H 2.423690 -5.356855 0.979503 -0.96 0.35 -1.51
H -4.676665 2.460732 -2.213043 0.57 -0.82 1.51
H -3.020483 -1.963071 -1.876988 1.41 0.88 1.24
H 3.049053 0.026932 1.334598 -0.33 -0.26 -0.90
H -6.889759 2.356091 0.588779 1.79 -0.31 0.36
H -1.085280 -0.669760 -2.652041 -0.03 0.68 1.97
H -2.769297 -1.456922 -0.032577 0.61 0.37 -1.75
```
Forces are in eV/Å.

Q: Which value of frontier orbital gap does entry 2 give?
A: 7.795 eV

Q: Which of these has the highest E_LUMO?
A: C26H40Cl2IN5O5S

Q: What is the E_LUMO in the first record?
A: -2.99 eV

Q: Which of these has the lowest frontier orbital gap?
A: C26H40Cl2IN5O5S